Entry 1:
C26H42BrN4NiO6PS2 as an isolated structure, computed with the ωB97M-V functional and the def2-TZVPD basis.

The energy relative to the best compared isomer or geometry (same formula, charge and spin) comes out at 4.4 kcal per mole. The LUMO energy (alpha / beta) is 0.24 / 0.21 eV. The calculation puts the orbital gap (alpha / beta) at 0.2713 / 0.2703 hartree.

```
! RIJCOSX wB97M-V def2-TZVPD def2/J DEFGRID3
* xyz 0 3
Ni -0.44639 -0.30245 0.78562
C -1.41535 -4.33140 3.21593
N -2.45710 -3.91031 2.32029
C -2.90239 -4.91601 1.39636
C -2.75999 -2.49726 2.18246
C -3.04262 -1.94969 0.80424
N -2.67269 -0.51062 0.68564
C -3.26209 0.30950 1.76076
C -3.30121 0.02617 -0.57860
H -1.58918 -5.40066 3.45582
H -1.29037 -3.75537 4.11980
H -0.42087 -4.34298 2.75855
H -3.83533 -4.62045 0.81381
H -3.19182 -5.80438 1.97339
H -2.10432 -5.23010 0.69335
H -1.93770 -1.96937 2.68521
H -3.60484 -2.26292 2.83923
H -4.14310 -2.00958 0.58526
H -2.54332 -2.55942 0.03333
H -4.36065 0.14273 1.73278
H -3.08211 1.35392 1.52993
H -2.88577 0.03135 2.72930
H -4.40748 0.08495 -0.44936
H -3.02099 -0.59763 -1.43102
H -2.93584 1.03751 -0.71077
Br 2.96577 -4.48614 -4.68785
C 1.59033 -3.55451 -3.84413
C 0.80182 -2.67474 -4.57832
C -0.11545 -1.85380 -3.89855
C -0.16126 -1.86337 -2.51442
C 0.61934 -2.81042 -1.77417
C 1.46209 -3.69355 -2.45765
C 0.51636 -2.85280 -0.25891
O 1.31428 -3.61034 0.33493
O -0.36600 -2.15553 0.30784
H 0.92063 -2.65905 -5.65392
H -0.76679 -1.22298 -4.47032
H -0.81053 -1.16781 -1.96252
H 2.03663 -4.42110 -1.93333
S 0.48604 -0.67311 2.87548
C 0.69802 0.74124 3.83517
N 0.84614 0.64764 5.18197
C 1.29879 1.91449 5.82452
C 1.21258 2.87562 4.65567
N 0.90862 2.01984 3.51333
H 0.83130 -0.25475 5.68734
H 2.32974 1.84655 6.19642
H 0.64601 2.19642 6.66361
H 2.11149 3.44846 4.42505
H 0.39060 3.58986 4.76462
H 0.77437 2.40762 2.55473
C 3.63308 1.22289 -1.51792
P 3.09476 0.08157 -0.21255
C 3.80152 -1.54652 -0.55247
C 3.85661 0.70940 1.28766
O 1.58473 0.03287 -0.13665
H 4.70651 1.30618 -1.63749
H 3.18053 2.19617 -1.32049
H 3.18422 0.94101 -2.47418
H 4.88403 -1.60506 -0.49582
H 3.49248 -1.92246 -1.53439
H 3.35026 -2.26290 0.13106
H 4.94087 0.70739 1.24269
H 3.51771 0.12086 2.15242
H 3.49083 1.72380 1.45733
C -0.08983 4.94121 -5.59830
C -0.22057 4.40972 -4.21095
C 0.09220 3.07926 -3.90195
C 0.11385 2.62688 -2.61635
C -0.29734 3.47615 -1.57736
C -0.66950 4.78918 -1.88124
C -0.69194 5.24180 -3.16996
S -0.49539 2.91970 0.07721
O 0.79205 3.14324 0.76710
O -1.63086 3.65694 0.64313
O -0.80222 1.45760 -0.12111
H 0.06313 4.09755 -6.32039
H 0.74621 5.63004 -5.63944
H -0.98988 5.47739 -5.89096
H 0.23376 2.36565 -4.71149
H 0.37909 1.60684 -2.43262
H -1.07740 5.41882 -1.08468
H -1.10088 6.20755 -3.43772
*
```

=====

Entry 2:
C26H42N3Os as an isolated structure, computed with the ωB97M-V functional and the def2-TZVPD basis.

The energy relative to the best compared isomer or geometry (same formula, charge and spin) comes out at 0.0 kcal per mole. The LUMO energy (alpha / beta) is -3.73 / -4.59 eV. The calculation puts the orbital gap (alpha / beta) at 0.2110 / 0.2401 hartree.

```
! RIJCOSX wB97M-V def2-TZVPD def2/J DEFGRID3
* xyz 1 5
C 1.21799 -1.80636 -0.10197
C 1.74335 -1.13663 -1.23857
C 0.89054 -1.38251 -2.35321
C -0.13323 -2.30982 -1.93462
C 0.05751 -2.55389 -0.51599
Os -0.45489 -0.59598 -0.84116
C -3.54667 0.96751 -1.63063
C -2.95535 0.47993 -0.47609
H -2.62839 1.21489 0.28778
C -2.38582 -0.87291 -0.30628
H -2.89603 -1.71499 -0.76856
H -2.09208 -0.97792 0.75244
C -3.58749 2.45896 -1.70727
H -2.81266 2.79671 -1.00448
H -3.25622 2.70714 -2.71425
H -4.52196 3.01038 -1.48701
C -3.23046 0.28483 -2.92387
H -2.22347 -0.12487 -2.75740
H -3.88283 -0.52019 -3.29213
H -3.13085 1.06789 -3.67771
C 3.09703 -0.49575 -1.28084
H 3.28758 0.04124 -0.35056
H 3.88335 -1.25610 -1.39391
H 3.17105 0.22590 -2.09087
C 1.18392 -0.98177 -3.77316
H 1.70241 -0.02403 -3.78272
H 1.81928 -1.72977 -4.26552
H 0.25631 -0.88622 -4.33765
C -1.17775 -2.95154 -2.78920
H -1.11612 -2.56200 -3.80532
H -1.04978 -4.03846 -2.79924
H -2.16818 -2.73022 -2.38691
C -0.71424 -3.48327 0.36168
H -1.68499 -3.70383 -0.08039
H -0.15903 -4.41330 0.51577
H -0.86751 -3.00921 1.33455
C 1.90930 -1.97713 1.21859
H 1.22950 -1.68173 2.01781
H 2.21205 -3.02216 1.36067
H 2.79580 -1.34520 1.26071
C 2.63912 2.43927 -2.16583
C 1.23020 2.25903 -2.34833
C 3.62813 3.10377 -2.78466
C 0.91157 2.75882 -3.64017
H 0.32415 1.82558 -1.80920
C 3.27682 3.53428 -4.12277
H 4.62114 3.24423 -2.35386
C 1.91928 3.34328 -4.48038
H -0.11499 2.71155 -4.00020
H 4.02710 3.99247 -4.80002
H 1.61924 3.66986 -5.47804
C 0.46248 2.51373 3.35271
N 0.18991 1.37894 4.21531
C -0.19494 1.71652 5.57417
C -0.20117 0.19104 3.64153
N -0.43677 0.03557 2.35321
N -0.35782 -0.87589 4.48587
C 0.41828 -1.03324 5.69810
C -0.90850 -2.09369 3.92994
H 0.81343 3.34043 3.97395
H -0.43685 2.83142 2.80224
H 1.23777 2.24166 2.62755
H -1.13656 1.23505 5.87012
H 0.59123 1.44454 6.29021
H -0.32375 2.80243 5.62535
H -0.27623 0.92133 1.86615
H -0.15375 -0.72225 6.58330
H 0.65559 -2.09727 5.82139
H 1.36180 -0.47317 5.66008
H -1.61817 -1.82120 3.14586
H -0.12531 -2.73889 3.50034
H -1.42336 -2.64685 4.72359
*
```

=====

Entry 3:
A 7-piece molecular cluster, C26H42N5O12 overall, computed with the ωB97M-V functional and the def2-TZVPD basis.

The LUMO energy is -3.08 eV. The calculation puts the orbital gap at 0.2982 hartree.

```
! RIJCOSX wB97M-V def2-TZVPD def2/J DEFGRID3
* xyz 1 1
N -4.73786 2.10362 7.08670
N -4.63997 0.95368 7.89564
C -5.11237 -0.25178 7.68805
N -4.80998 -1.06266 8.70785
C -4.13513 -0.33795 9.55845
N -3.60576 -0.72430 10.73936
N -4.01597 0.94088 9.10459
H -4.02988 2.76037 7.39087
H -5.64989 2.51572 7.25796
H -5.66178 -0.53218 6.80754
H -4.09729 -1.43066 11.25367
H -2.74349 -0.36135 11.09211
H -3.57615 1.72709 9.54994
O -5.37686 -1.43671 4.77464
C -5.29139 -0.74594 3.79094
O -5.38332 -1.25048 2.55827
C -5.13770 -0.22417 1.57055
C -5.43112 1.08507 2.28558
C -5.03626 0.74942 3.72304
H -4.09682 -0.29724 1.24983
H -5.78196 -0.38803 0.71181
H -4.89707 1.93133 1.85966
H -6.49888 1.30163 2.23750
H -3.97602 0.92795 3.91114
H -5.63576 1.27725 4.45960
O -5.06727 0.13655 -1.89204
C -3.86837 0.09148 -1.90704
O -3.08937 1.18360 -1.78533
C -1.69295 0.82163 -1.93051
C -1.63648 -0.66163 -1.60272
C -3.00725 -1.14509 -2.08095
H -1.39047 1.03132 -2.95788
H -1.09893 1.43060 -1.26151
H -0.79626 -1.16863 -2.06487
H -1.55323 -0.79838 -0.52418
H -3.00620 -1.42068 -3.13646
H -3.39503 -1.96711 -1.48532
O 1.10853 -0.52352 0.20350
C 1.28078 -1.70809 0.26360
O 0.80760 -2.56540 -0.66857
C 1.08549 -3.92341 -0.27175
C 2.24584 -3.82256 0.70262
C 1.99456 -2.47124 1.36001
H 0.18529 -4.33936 0.18851
H 1.33165 -4.50553 -1.15665
H 2.29276 -4.65582 1.40175
H 3.18013 -3.78712 0.14972
H 1.33095 -2.54486 2.22401
H 2.91226 -1.96246 1.64040
O -0.73864 3.76745 -1.54082
C -1.53568 4.65225 -1.64693
O -1.26130 5.81159 -2.28697
C -2.37220 6.71819 -2.17359
C -3.58001 5.83509 -1.88928
C -2.95096 4.68614 -1.10288
H -2.16491 7.41526 -1.35869
H -2.46393 7.27852 -3.10042
H -4.37623 6.35627 -1.36143
H -3.98940 5.45622 -2.82631
H -2.90280 4.89715 -0.03304
H -3.44617 3.73345 -1.27137
O 4.68819 -4.20375 -1.50576
C 4.56131 -3.19777 -2.14548
O 3.49818 -2.36176 -2.01027
C 3.58294 -1.30368 -2.98913
C 5.05201 -1.23106 -3.37495
C 5.49159 -2.68061 -3.22312
H 2.94125 -1.56837 -3.83261
H 3.21684 -0.38277 -2.54164
H 5.21433 -0.82022 -4.36650
H 5.59371 -0.60917 -2.66319
H 5.32308 -3.25973 -4.13251
H 6.52770 -2.77470 -2.91236
O 8.14683 -0.34179 -3.74497
C 8.35276 -0.70899 -4.86318
O 7.42791 -1.38803 -5.58800
C 7.98932 -1.79283 -6.85187
C 9.14965 -0.83771 -7.09688
C 9.62257 -0.54502 -5.67377
H 8.31556 -2.83121 -6.76606
H 7.21851 -1.72692 -7.61563
H 9.91668 -1.25559 -7.74512
H 8.78185 0.07961 -7.55818
H 10.35096 -1.27759 -5.32387
H 10.02311 0.45727 -5.55686
*
```